# 1
A structure of composition C20H16AgN2. Source: OMol25; level of theory: ωB97M-V/def2-TZVPD.

## Properties
- Orbital gap: 6.98 eV
- Lowest unoccupied orbital energy: 0.1137 hartree
- Charge: -1

Element x y z (Å)
C: 2.5099 -1.8296 2.9663
H: 0.3381 -2.6845 0.5201
C: 1.4449 -1.6763 2.0522
C: -6.2164 0.0236 -3.3714
C: 0.4118 -0.0963 4.3001
C: -2.0948 0.4417 -2.3782
H: 0.0253 0.4108 6.3365
C: -3.9478 -0.9015 -3.2189
H: 1.6426 -4.7779 0.6427
C: -2.6171 -0.7590 -2.9038
H: 0.4804 -1.1563 4.5089
H: -1.9425 -1.5934 -3.0587
C: 1.1573 -2.7787 1.2249
N: -7.3244 -0.0745 -3.6762
H: 0.5915 2.1035 1.7415
C: 0.1565 0.7922 5.3294
C: 0.4626 1.7393 2.7551
C: 0.0451 2.1565 5.0905
H: 0.1226 3.6807 3.5840
C: 0.1983 2.6187 3.7894
C: 0.5668 0.3529 2.9722
Ag: -0.0692 0.0267 -0.0452
H: -2.6669 2.4142 -1.7407
C: 3.2318 -3.0070 3.0345
H: -0.1704 2.8423 5.9007
N: 0.7450 -0.5010 1.9049
H: 2.7701 -0.9994 3.6104
H: -0.3685 1.6346 -2.1421
C: -4.3552 1.3497 -2.4779
H: -0.0684 -0.0241 -2.7275
H: -5.0389 2.1725 -2.3085
C: -3.0225 1.4827 -2.1664
H: 4.0538 -3.0835 3.7383
C: 2.9349 -4.0806 2.2029
C: -4.8476 0.1531 -3.0150
C: -0.6819 0.5916 -2.0679
H: -4.3143 -1.8358 -3.6265
C: 1.8911 -3.9485 1.2956
H: 3.5109 -4.9963 2.2563

***

# 2
An isolated molecule of C21H19F2N7 at a distorted geometry. Source: OMol25; level of theory: ωB97M-V/def2-TZVPD.

## Properties
- Orbital gap: 8.74 eV
- Lowest unoccupied orbital energy: 0.0151 hartree
- Charge: 0

Element x y z (Å)
C: 0.8424 -1.0934 -3.9895
H: 3.6358 -0.9130 -1.1887
H: -0.0636 0.4703 -2.9499
C: 2.7474 -1.9678 -2.9256
H: -0.8633 -3.4147 -6.7172
H: -1.6686 -1.7205 3.3620
H: -1.2622 -1.4553 5.1635
H: -3.6091 -1.5971 5.2284
C: 2.7688 -0.9445 -1.9866
N: 1.6034 -3.0109 -4.9795
H: -0.6194 -0.0073 -6.5797
H: 1.9974 -0.1273 2.5301
C: 0.6224 -2.4464 -5.6838
F: 0.9406 2.9098 -2.4084
H: -0.7202 3.3766 5.4722
H: 0.2187 -2.9464 -7.8880
H: 1.6119 3.0305 4.1519
C: -0.4998 2.4726 4.8766
C: 0.7395 2.3494 4.1589
C: 0.8658 1.2290 3.3534
C: 0.2098 -3.3343 -6.8344
C: 1.7371 1.4382 1.2973
C: -2.7253 1.5428 5.4507
C: -1.0278 0.3018 4.0454
C: 0.7475 -0.1854 -2.9749
H: -1.7487 -1.3579 -6.2550
H: -2.6186 -0.1773 6.5523
H: 0.9302 4.1956 -0.1890
N: -3.2050 0.2052 5.8089
H: -3.6895 -0.3948 3.8138
H: 0.7073 -4.3495 -6.8104
C: 1.1580 3.1497 -0.0734
C: -3.1963 -0.7179 4.6518
C: 1.1040 2.2880 -1.1692
C: 1.7686 -2.0858 -3.9237
C: -1.7123 -1.0323 4.2676
C: 1.5493 0.9728 -0.8800
C: -1.0346 -0.5694 -5.7931
H: -1.6148 0.1180 -5.2106
N: 1.4797 2.7669 1.1384
N: 1.9473 0.8922 2.5378
F: 3.7218 -2.9160 -2.8333
C: 1.7142 -0.0679 -1.9975
N: 0.0139 0.1658 3.2262
N: 0.0200 -1.3084 -5.0751
H: -3.5140 2.0533 4.7829
H: -2.5617 2.1887 6.3227
N: 1.9283 0.5893 0.3085
C: -1.3764 1.4345 4.8148

***

# 3
A structure of composition C50H49N11S3W. Source: OMol25; level of theory: ωB97M-V/def2-TZVPD.

## Properties
- Energy above the lowest of the compared OMol25 structures with the same formula, charge and spin: 0.033 eV
- Orbital gap (spin up / spin down): 6.69 / 7.80 eV
- Multiplicity: 3
- Lowest unoccupied orbital energy (spin up / spin down): -0.3651 / -0.3751 hartree
- Charge: +4

Element x y z (Å)
C: -0.9436 -6.0853 -2.0609
C: 1.5987 -1.0714 4.6941
C: 0.6105 2.5723 2.8246
C: 1.1610 -3.7571 1.2054
C: 0.9280 1.3338 3.5571
N: 1.6147 0.6230 -0.0743
H: -5.6743 0.5962 -1.2129
C: 1.8881 -4.9797 3.5597
H: -4.9040 -1.2789 2.4085
C: -3.0542 -0.5627 1.8308
N: 1.8887 -2.9707 -1.2208
H: -4.0259 2.7589 -2.6818
H: 4.3954 3.5989 -4.8619
C: 2.3998 -1.1880 -3.1822
S: 2.9746 -2.0057 -1.7290
C: 1.0378 -1.0860 -3.4238
C: 4.8049 1.6309 -2.1424
C: 1.7157 0.0899 5.4464
C: 3.8993 2.2691 1.3441
H: -0.6254 -7.0727 -2.3660
C: 5.0170 -5.0015 -3.3657
H: 7.1411 -5.2538 -3.4956
N: -0.0370 -1.5999 0.0983
S: 0.6241 -2.8826 -0.2415
H: 5.8265 -1.7247 -1.4574
C: 0.8341 3.8407 3.3378
C: -3.0179 0.9216 -0.1435
C: 5.1343 2.3974 -3.2478
C: 2.9238 -0.0566 -5.2148
C: 1.1282 -0.9775 3.4024
H: 1.0147 -1.8597 2.7830
C: 0.6123 4.9461 2.5355
H: 4.7982 -5.9137 -3.9033
H: 1.4160 1.9212 -2.2709
C: -0.0464 -5.2350 -1.4387
C: 0.1816 -4.3775 1.9748
W: -0.0810 0.2551 0.8682
C: -3.2250 2.3845 -2.0539
H: 5.2787 -0.8301 0.9923
C: 5.9114 0.6598 2.4125
H: 3.1282 2.8921 0.9031
H: 1.8625 -2.0383 5.0981
C: 4.7021 2.7484 2.3638
H: -2.0972 -2.5615 -0.9339
C: 2.4951 -3.7392 1.5882
H: -1.5177 -1.0078 2.8817
H: -5.5972 1.7380 0.1736
N: 0.1557 2.3795 1.5711
H: 3.8894 -4.3652 3.0898
H: -0.1837 -5.5151 3.7515
H: -5.6971 2.3400 -1.4617
H: 3.2451 -3.2752 0.9644
C: 1.3780 1.3021 4.8659
H: -0.3114 3.2752 -0.2318
C: -0.0115 3.4555 0.7899
C: 6.3368 -4.6262 -3.1359
C: 4.1222 0.9787 0.8685
H: -0.8478 -4.4101 1.6361
H: -2.9461 -6.3418 -2.7805
N: 3.6152 -0.9997 -0.7226
C: 4.1305 2.9942 -4.0046
H: -1.4260 1.7171 -0.8750
H: -3.6013 -1.7293 3.4168
C: 6.6336 -3.4547 -2.4521
H: 4.5651 3.7568 2.7310
H: 2.1782 -5.4823 4.4731
H: 6.3413 2.3289 3.6823
C: -2.2523 -5.6714 -2.2912
H: -2.6775 3.2470 -1.6668
N: -3.9099 -1.2816 2.5695
N: -1.7830 -0.4753 2.0610
H: -4.6325 0.0117 0.6740
H: 0.9731 -5.5467 -1.2509
C: 5.1201 0.1639 1.3840
N: -1.6926 1.0235 -0.1897
H: 2.9487 -4.4851 -3.0872
H: 5.5813 1.1770 -1.5374
N: 0.7908 0.1990 2.8390
S: 3.0408 0.4705 -0.4325
H: 3.6483 0.3210 -5.9236
H: 6.7005 0.0453 2.8241
C: 2.4487 2.0716 -2.5541
N: -3.6323 0.0945 0.7614
H: 1.1913 3.9715 4.3484
H: 0.3159 -1.5164 -2.7412
H: -3.6979 -4.1045 -2.0792
H: 4.4140 -0.8107 -3.8669
H: 2.0241 3.3052 -4.2557
C: 4.3002 -3.0409 -2.2212
H: 1.4646 2.2155 5.4349
H: 7.6630 -3.1727 -2.2786
N: -3.8112 1.5992 -0.9636
H: 0.7779 5.9442 2.9185
C: -5.2779 1.5474 -0.8516
C: -2.6772 -4.4111 -1.8952
C: 3.9795 -4.2078 -2.9104
H: -2.5730 1.7647 -2.6720
C: 0.6248 -0.4475 -4.5843
C: -1.7946 -3.5478 -1.2605
C: 0.5562 -4.9965 3.1567
C: 5.6112 -2.6399 -1.9898
H: 0.0477 5.5782 0.5516
C: -0.4924 -3.9744 -1.0522
H: 1.2321 0.5320 -6.3906
C: 3.3561 -0.6881 -4.0623
C: 2.8525 -4.3528 2.7821
H: 6.1734 2.5404 -3.5119
H: -0.4302 -0.3829 -4.8149
C: 0.2006 4.7469 1.2252
C: 3.4614 1.4802 -1.8172
H: 2.0675 0.0540 6.4688
C: 2.7946 2.8329 -3.6611
C: 1.5622 0.0625 -5.4733
C: 5.7058 1.9439 2.8958

***

DFT total energy (a.u.)
-1028.26030, -1394.60076, -3797.36177